C35H37BrP2Re | ωB97M-V/def2-TZVPD

Geometry as XYZ:
```
76
Properties=species:S:1:pos:R:3:forces:R:3:mulliken_spin:R:1
Re -0.36239 0.97354 -0.79092 -0.49 1.26 5.87 1.3197
C -1.88847 0.94930 -2.34735 -1.66 -1.20 0.16 0.0703
C -1.34866 -0.36356 -2.06470 -0.13 -1.19 -2.40 -0.1073
C -0.40724 -0.99513 -3.10259 -1.09 -0.30 -0.03 0.0218
C 0.76190 -0.07916 -3.34848 0.55 -0.49 -0.58 0.0343
C 1.05914 0.83313 -2.20579 0.41 0.59 -1.04 0.1439
C 0.67832 2.24907 -2.15491 1.31 -0.05 -1.02 0.2127
C -0.52214 2.92126 -2.77278 -0.02 0.11 -0.65 0.0747
C -1.48188 1.87879 -3.43550 0.73 1.70 -0.28 -0.0285
C -0.19069 0.43796 1.58152 -2.17 0.19 0.86 -0.0015
H -3.00546 1.00660 -2.25774 1.31 0.10 0.82 0.0124
H -2.16268 -1.13428 -1.79974 -0.10 0.26 -0.31 -0.0083
H -0.97630 -1.10023 -4.03468 -0.01 -0.28 0.18 0.0043
H -0.13808 -1.99632 -2.74686 0.27 0.25 -0.33 -0.0020
H 1.63987 -0.71648 -3.49455 -0.02 0.34 -0.44 0.0001
H 0.63260 0.62756 -4.17145 0.05 -0.94 -0.49 -0.0109
H 2.10945 0.75254 -1.96984 -0.12 0.10 0.50 -0.0571
H 1.61220 2.83715 -2.06506 -1.06 0.18 0.76 -0.0156
H -0.02700 3.58103 -3.48831 -0.67 0.45 -0.27 0.0278
H -1.12736 3.51956 -2.02219 1.01 -0.49 -0.96 0.0047
H -2.36784 2.43661 -3.71525 -0.15 0.04 -0.16 -0.0014
H -1.07999 1.48948 -4.37483 -0.02 -0.31 0.37 -0.0037
H -0.40804 1.44999 1.96435 0.08 -0.74 -0.16 -0.0138
H 0.75469 0.09761 2.10425 -1.45 0.10 -0.38 0.0156
H -1.02380 -0.18747 1.96725 0.52 0.00 0.43 0.0275
P -1.69913 -0.87412 0.00586 -0.58 0.02 0.57 0.0816
P 2.10645 -0.15268 0.70339 3.99 0.66 0.44 0.4259
C -0.05752 -1.84884 -0.21194 1.24 0.11 -0.09 0.0705
C 1.26755 -1.48221 -0.13049 -1.41 -0.67 -1.23 0.1158
C -2.46540 -2.29772 0.93864 0.00 0.03 0.67 0.0011
C -2.75817 -3.49020 0.26179 -0.06 -0.34 -0.36 0.0029
C -3.50023 -4.51873 0.87242 0.13 0.39 0.42 -0.0009
C -3.87899 -4.37214 2.22179 0.11 0.12 -0.68 0.0029
C -3.52601 -3.21646 2.93348 0.11 -0.13 -0.14 0.0018
C -2.83787 -2.17637 2.29661 -0.14 -0.22 -0.16 0.0121
C -3.47339 0.27994 0.10538 0.84 -2.30 0.44 0.0091
C -3.26223 1.61753 -0.02707 1.93 1.88 0.91 0.0612
C -4.09722 2.56354 0.53628 -0.70 -0.51 -0.10 0.0112
C -5.30098 2.12922 1.07786 -0.36 -0.33 -0.05 0.0064
C -5.61977 0.77409 1.10819 0.67 -0.93 0.16 0.0035
C -4.65657 -0.19254 0.68777 -0.51 0.80 0.18 -0.0034
C 3.37539 -1.05496 1.64716 0.03 -0.67 0.44 0.0552
C 3.01712 -2.27529 2.27921 0.41 0.27 -0.30 0.0558
C 3.99995 -3.07844 2.85616 -0.49 0.04 -0.04 -0.0184
C 5.34274 -2.69622 2.84651 -0.64 -0.14 -0.05 0.0570
C 5.69916 -1.48017 2.28810 -0.32 -0.01 -0.09 -0.0289
C 4.73239 -0.65588 1.70800 0.26 0.09 -0.10 0.0500
C 3.18453 1.33588 0.19358 0.34 -0.21 -0.51 0.0552
C 3.31408 2.27102 1.22896 -0.59 0.16 0.02 0.0370
C 3.67995 3.57962 0.89371 0.53 -0.15 0.08 -0.0056
C 4.04709 3.92212 -0.41716 -0.16 -0.15 0.35 0.0184
C 4.22096 2.91699 -1.36486 -0.10 -0.12 0.35 0.0107
C 3.87548 1.61288 -1.01083 -1.02 -0.30 -0.31 0.0349
H -0.24365 -2.87921 -0.54052 0.32 0.24 -0.20 0.0162
H 2.02464 -2.10605 -0.62022 -0.34 -0.35 0.41 0.0233
H -2.41546 -3.63159 -0.77286 -0.29 0.05 0.35 0.0010
H -3.77902 -5.42652 0.31000 0.27 0.65 0.35 0.0001
H -4.46628 -5.16199 2.69370 0.25 0.28 -0.05 0.0001
H -3.80295 -3.13972 3.99365 0.18 0.09 -0.56 0.0003
H -2.59896 -1.27841 2.86539 -0.15 -0.13 -0.13 0.0022
H -2.23857 1.96290 -0.35719 -1.73 0.06 0.39 0.0308
H -3.85278 3.60410 0.59173 0.29 0.37 -0.21 0.0015
H -6.00083 2.83404 1.50975 0.08 0.05 -0.05 0.0005
H -6.55653 0.44257 1.58816 0.60 0.14 -0.44 0.0004
H -4.83288 -1.24517 0.89577 -0.02 0.21 -0.25 0.0013
H 1.97790 -2.60256 2.25869 0.23 -0.02 0.11 0.0010
H 3.70198 -4.02164 3.30783 0.10 0.16 -0.07 0.0002
H 6.08088 -3.36902 3.26244 0.06 0.12 0.03 0.0021
H 6.74634 -1.20698 2.28481 -0.10 0.25 -0.08 0.0006
H 5.09591 0.27445 1.26872 -0.36 -0.30 0.08 0.0065
H 3.12010 1.97555 2.27885 -0.28 0.46 -0.74 -0.0043
H 3.70524 4.31594 1.69385 -0.01 -0.03 -0.25 0.0002
H 4.23937 4.94884 -0.70787 0.00 -0.03 0.26 -0.0001
H 4.55958 3.15376 -2.38209 0.12 -0.24 0.60 0.0006
H 4.08288 0.82403 -1.72526 -0.27 -0.06 -0.06 -0.0040
Br -0.00645 3.12425 0.52031 0.47 1.00 -0.74 0.0772
```
Positions in Å, forces in eV/Å.

Properties
Frontier orbital gap (alpha / beta): 5.99 / 6.15 eV
Multiplicity: 4
Charge: +2

---

C5H10N3OS | ωB97M-V/def2-TZVPD

Geometry as XYZ:
```
20
Properties=species:S:1:pos:R:3:forces:R:3:nbo_charge:R:1
C -2.63298 1.41179 0.00284 1.16 0.15 1.07 -0.0818
C -1.42162 1.11227 0.57558 1.05 -0.34 1.17 -0.0872
C -2.08826 -0.71184 -0.36809 -0.52 1.08 0.27 0.1985
C 3.02054 0.97724 -0.12873 2.25 0.35 -0.22 -0.2670
C 0.79265 -1.23059 0.33595 1.29 2.71 1.89 0.0230
N -3.07420 0.22101 -0.56046 0.77 -0.52 -0.75 -0.5046
N -1.09021 -0.23813 0.32828 -0.88 0.62 0.19 -0.4670
N 1.32870 -0.49246 -0.61792 0.63 -0.07 2.33 -0.2700
O 1.65811 0.81779 -0.26754 -2.48 -1.67 -0.88 -0.3482
S 0.58809 -2.92436 0.25462 0.05 -0.12 -2.17 0.2018
H -3.10710 2.38470 0.18144 -0.37 -0.88 -0.75 0.2612
H -0.75227 1.68588 1.30183 -1.31 -0.64 -1.50 0.2421
H -2.19120 -1.69636 -0.75401 0.06 -0.62 -0.22 0.2145
H 3.57029 1.13328 -1.14815 -0.94 -0.18 1.92 0.2005
H 3.47637 0.12465 0.45217 -0.31 0.90 -0.59 0.1889
H 2.93141 1.86857 0.50284 1.38 0.13 -0.30 0.2235
H 1.09514 -0.71555 1.31392 -1.01 -1.24 -1.14 0.2757
H -3.69458 0.03235 -1.35182 -0.20 0.72 0.76 0.4411
H 1.24407 -0.66733 -1.55531 -0.25 -0.36 -2.84 0.3962
H 0.34703 -3.09291 1.50257 -0.37 -0.05 1.76 0.1588
```
Positions in Å, forces in eV/Å.

Properties
Frontier orbital gap: 9.63 eV
Charge: +1

---

For each record above, in turn, the calculated energy above the lowest of the compared OMol25 structures with the same formula, charge and spin values are 7.2054 2.5702 eV.